No. 1
The following is a DFT calculation (wB97M-V/def2-TZVPD) of an isolated molecule of C5H7ClSi in a non-equilibrium geometry.

XYZ file:
```
14
C5H7ClSi wB97M-V/def2-TZVPD
C 1.475 2.285 0.803
C 1.128 1.334 0.095
C -1.561 0.085 -0.959
C -2.120 0.582 0.110
C 1.171 -1.628 0.293
Si 0.696 -0.226 -0.835
Cl -3.827 0.166 0.335
H 1.790 2.974 1.548
H -1.941 -0.510 -1.784
H -1.610 1.116 0.975
H 2.279 -1.989 0.295
H 1.068 -1.284 1.235
H 0.453 -2.454 0.126
H 0.998 -0.451 -2.237
```

Summary:
**Charge**: 0
**E_tot**: -944.27066 a.u.
**E_HOMO**: -9.176 eV
**SMILES**: C#C[Si@@H](C)/C=C/Cl
**Gap between HOMO and LUMO**: 9.9 eV
**LUMO level**: 0.71 eV
**Spin multiplicity**: 1

---

No. 2
The following is a DFT calculation (wB97M-V/def2-TZVPD) of a cluster of 2 separate species, C3H6N5S in total in a non-equilibrium geometry.

XYZ file:
```
15
C3H6N5S wB97M-V/def2-TZVPD
C 4.194 -0.387 -0.131
C -1.506 -0.331 -0.144
C 0.434 0.772 0.219
N 4.521 1.615 -0.262
N 5.403 -0.212 0.398
N 5.580 1.099 0.295
N 3.625 0.708 -0.514
N -0.102 -0.254 -0.267
S 3.471 -1.966 -0.053
H -2.104 0.465 0.532
H -2.070 -0.387 -1.053
H -1.881 -1.229 0.181
H 2.329 -1.538 -0.837
H -0.109 1.557 0.690
H 1.447 0.807 0.051
```

Summary:
**Charge**: -1
**E_tot**: -789.84452 a.u.
**E_HOMO**: -4.160 eV
**Gap between HOMO and LUMO**: 7.4 eV
**LUMO level**: 3.26 eV
**Spin multiplicity**: 1

---

No. 3
The following is a DFT calculation (wB97M-V/def2-TZVPD) of a cluster of 2 separate species, C32H41 in total in a non-equilibrium geometry.

XYZ file:
```
73
C32H41 wB97M-V/def2-TZVPD
C 0.467 -3.952 -1.675
C 0.861 -2.578 -2.062
C 1.852 -2.421 -3.196
C 3.297 -2.602 -2.793
C 3.877 -3.874 -2.766
C 5.197 -4.040 -2.347
C 5.967 -2.926 -1.990
C 5.401 -1.644 -2.052
C 4.070 -1.483 -2.462
C 0.159 -1.523 -1.496
H 0.902 -4.710 -2.326
H 0.770 -4.168 -0.642
H -0.627 -4.048 -1.709
H 1.617 -3.181 -3.962
H 1.738 -1.433 -3.674
H 3.262 -4.736 -3.059
H 5.631 -5.046 -2.316
H 7.004 -3.055 -1.679
H 5.993 -0.761 -1.799
H 3.609 -0.494 -2.507
H 0.466 -0.531 -1.879
H -0.881 -1.807 -1.157
C -5.541 4.438 2.167
C -4.784 3.189 1.851
C -3.938 2.617 2.798
C -3.239 1.438 2.550
C -2.417 0.917 3.708
C -3.353 0.810 1.289
C -2.644 -0.514 0.977
C -3.280 -1.661 1.784
C -1.105 -0.455 1.157
C -0.330 -0.024 -0.035
C 0.902 0.732 0.175
C 1.171 1.873 -0.637
C 0.115 2.495 -1.509
C 2.457 2.405 -0.670
C 3.475 1.910 0.152
C 4.841 2.496 0.087
C 3.159 0.880 1.046
C 1.899 0.306 1.095
C 1.685 -0.806 2.078
C -4.221 1.375 0.334
C -4.463 0.697 -0.986
C -4.903 2.554 0.614
H -6.139 4.733 1.302
H -6.216 4.308 3.023
H -4.869 5.266 2.420
H -3.846 3.076 3.787
H -2.130 -0.136 3.628
H -1.503 1.518 3.860
H -2.999 1.027 4.638
H -2.853 -0.781 -0.059
H -4.355 -1.710 1.556
H -2.843 -2.632 1.520
H -3.161 -1.501 2.859
H -0.868 0.196 2.018
H -0.773 -1.466 1.431
H -0.999 0.338 -0.823
H 0.525 3.393 -2.002
H -0.273 1.843 -2.316
H -0.744 2.804 -0.885
H 2.671 3.259 -1.317
H 5.493 2.014 0.819
H 5.272 2.364 -0.913
H 4.846 3.574 0.292
H 3.932 0.559 1.749
H 2.634 -1.070 2.561
H 1.015 -0.471 2.881
H 1.282 -1.733 1.648
H -5.191 1.291 -1.546
H -3.558 0.620 -1.604
H -4.888 -0.308 -0.862
H -5.577 2.964 -0.143
```

Summary:
**Charge**: +1
**E_tot**: -1243.63995 a.u.
**E_HOMO**: -10.955 eV
**Gap between HOMO and LUMO**: 6.0 eV
**LUMO level**: -4.91 eV
**Spin multiplicity**: 1

---

No. 4
The following is a DFT calculation (wB97M-V/def2-TZVPD) of a cluster of 4 separate species, C30H41F24N2O6Si in total in a non-equilibrium geometry.

XYZ file:
```
104
C30H41F24N2O6Si wB97M-V/def2-TZVPD
C -1.204 -0.308 -4.377
C -0.493 0.232 -3.110
C 0.650 1.119 -3.652
C -1.399 1.157 -2.269
C -1.401 0.874 -0.752
C -2.539 1.715 -0.143
C -2.198 3.205 0.016
O -1.727 3.502 1.320
Si -0.472 4.617 1.439
C -1.059 6.399 1.287
C 0.948 4.345 0.231
C 0.264 4.375 3.167
N -0.138 1.321 -0.117
C 0.036 1.007 1.048
O 0.136 0.760 2.211
C -1.690 -0.622 -0.597
C -0.771 -1.555 -1.420
C -1.610 -2.651 -2.102
C 0.118 -2.316 -0.410
N 0.145 -0.848 -2.334
O 1.269 -0.534 -1.810
H -0.671 0.036 -5.256
H -2.206 0.099 -4.473
H -1.201 -1.391 -4.428
H 1.400 0.545 -4.181
H 0.179 1.824 -4.336
H 1.084 1.727 -2.867
H -1.232 2.206 -2.490
H -2.427 0.952 -2.564
H -3.459 1.610 -0.709
H -2.686 1.360 0.877
H -1.558 3.564 -0.790
H -3.150 3.728 -0.104
H -1.531 6.681 2.223
H -1.724 6.545 0.439
H -0.180 7.007 1.149
H 0.632 4.220 -0.801
H 1.703 5.111 0.321
H 1.443 3.412 0.499
H 1.330 4.585 3.125
H 0.183 3.313 3.391
H -0.255 4.988 3.896
H -1.759 -0.938 0.441
H -2.702 -0.739 -0.989
H -2.003 -3.294 -1.324
H -2.385 -2.251 -2.746
H -0.913 -3.256 -2.679
H 0.865 -2.914 -0.918
H 0.563 -1.645 0.315
H -0.555 -2.973 0.141
C -0.417 -5.345 2.478
C -1.893 -5.728 2.253
C -2.754 -6.031 3.482
F -2.297 -7.082 4.184
F -4.012 -6.332 3.077
F -1.952 -6.757 1.374
F -2.473 -4.659 1.636
O 0.568 -6.356 2.307
C 0.902 -7.212 3.341
C 0.563 -8.668 3.010
F -0.749 -8.820 2.747
F 0.866 -9.452 4.068
F 0.358 -6.808 4.504
F 2.239 -7.127 3.496
H -0.184 -4.634 1.686
H -0.275 -4.791 3.406
H -2.808 -5.158 4.139
H 1.134 -9.002 2.141
C -1.076 -8.426 -3.546
C 0.143 -8.343 -2.605
C 0.099 -7.306 -1.482
F 0.013 -6.047 -1.949
F 1.237 -7.380 -0.750
F 1.264 -8.191 -3.342
F 0.239 -9.559 -1.997
O -1.006 -7.770 -4.809
C -1.341 -6.436 -4.947
C -0.149 -5.584 -5.391
F 0.867 -5.667 -4.515
F -0.528 -4.286 -5.465
F -1.921 -5.958 -3.830
F -2.272 -6.369 -5.923
H -1.150 -9.480 -3.812
H -2.006 -8.196 -3.027
H -0.743 -7.493 -0.809
H 0.207 -5.909 -6.371
C 2.238 9.980 3.752
C 1.779 9.054 2.607
C 2.649 7.835 2.287
F 3.887 8.180 1.897
F 2.099 7.125 1.263
F 1.575 9.791 1.494
F 0.563 8.568 2.981
O 2.933 11.178 3.420
C 4.302 11.192 3.234
C 4.682 11.580 1.802
F 4.148 10.730 0.906
F 6.027 11.534 1.666
F 4.860 10.029 3.614
F 4.795 12.143 4.055
H 1.315 10.341 4.203
H 2.747 9.427 4.542
H 2.721 7.171 3.153
H 4.334 12.590 1.577
```

Summary:
**Charge**: 0
**E_tot**: -4414.96428 a.u.
**E_HOMO (alpha / beta)**: -8.389 / -9.498 eV
**Gap between HOMO and LUMO (alpha / beta)**: 8.8 / 10.0 eV
**LUMO level (alpha / beta)**: 0.46 / 0.46 eV
**Spin multiplicity**: 2

---

No. 5
The following is a DFT calculation (wB97M-V/def2-TZVPD) of a cluster of 13 separate species, C39H78O13 in total in a non-equilibrium geometry.

XYZ file:
```
130
C39H78O13 wB97M-V/def2-TZVPD
C -10.040 23.456 29.660
C -9.992 22.091 29.016
O -10.781 21.772 28.140
C -8.802 21.240 29.472
H -10.673 24.152 29.109
H -9.045 23.897 29.601
H -10.265 23.357 30.722
H -8.028 21.228 28.705
H -9.145 20.235 29.714
H -8.404 21.656 30.397
C -15.305 31.085 26.046
C -15.110 29.587 26.342
O -14.816 29.298 27.479
C -15.310 28.585 25.268
H -16.320 31.331 25.733
H -14.663 31.318 25.197
H -15.001 31.730 26.871
H -16.352 28.601 24.948
H -15.174 27.557 25.604
H -14.660 28.785 24.417
C -14.702 30.670 18.601
C -16.110 31.185 18.831
O -16.877 30.671 19.672
C -16.469 32.444 18.058
H -14.128 30.506 19.512
H -14.188 31.417 17.995
H -14.732 29.779 17.975
H -16.832 32.195 17.061
H -15.609 33.093 17.895
H -17.258 32.998 18.567
C -20.610 26.788 15.776
C -20.812 25.301 15.934
O -21.781 24.821 16.526
C -19.799 24.469 15.286
H -19.538 26.990 15.784
H -21.043 27.411 16.559
H -21.091 27.196 14.887
H -20.309 23.557 14.977
H -18.977 24.293 15.980
H -19.343 24.811 14.356
C -16.806 16.573 12.541
C -16.536 15.960 11.144
O -15.429 15.645 10.774
C -17.738 15.677 10.285
H -16.120 17.404 12.701
H -16.631 15.783 13.271
H -17.828 16.937 12.653
H -18.374 16.562 10.296
H -18.323 14.789 10.526
H -17.315 15.502 9.296
C -5.496 15.716 19.163
C -4.368 14.813 19.462
O -3.273 15.264 19.790
C -4.631 13.313 19.311
H -5.164 16.752 19.094
H -6.155 15.737 20.031
H -6.033 15.426 18.260
H -5.292 12.922 20.084
H -3.697 12.777 19.478
H -5.063 13.120 18.329
C -12.434 20.340 21.509
C -13.402 21.197 20.669
O -13.946 20.795 19.639
C -13.691 22.565 21.247
H -11.545 20.874 21.845
H -12.181 19.390 21.039
H -12.897 20.024 22.444
H -13.798 22.461 22.327
H -14.558 23.086 20.842
H -12.895 23.252 20.960
C -21.471 25.120 23.691
C -20.680 23.877 23.875
O -20.138 23.692 24.942
C -20.566 22.980 22.691
H -21.877 25.362 24.673
H -22.269 24.912 22.978
H -20.905 25.982 23.338
H -19.837 22.198 22.905
H -20.134 23.533 21.856
H -21.522 22.553 22.387
C -3.596 20.781 23.792
C -2.476 21.120 24.730
O -2.758 21.615 25.790
C -1.073 20.753 24.313
H -3.439 21.142 22.776
H -4.534 21.175 24.182
H -3.595 19.692 23.737
H -0.332 21.518 24.546
H -1.034 20.573 23.239
H -0.726 19.828 24.774
C -5.546 26.007 21.518
C -7.024 25.703 21.613
O -7.537 25.143 20.672
C -7.808 26.097 22.841
H -5.400 26.995 21.081
H -4.950 25.317 20.921
H -4.976 26.169 22.433
H -8.551 26.798 22.460
H -7.256 26.624 23.620
H -8.319 25.228 23.255
C -16.008 11.311 20.287
C -14.458 11.499 20.279
O -13.658 10.678 20.673
C -13.961 12.897 19.904
H -16.367 10.333 19.969
H -16.465 12.103 19.694
H -16.310 11.440 21.327
H -14.350 13.598 20.642
H -14.292 13.186 18.907
H -12.888 13.074 19.979
C -7.991 12.512 25.868
C -8.535 13.748 26.609
O -8.712 13.721 27.819
C -8.876 14.918 25.790
H -8.663 12.224 25.060
H -7.874 11.644 26.517
H -7.012 12.741 25.447
H -9.339 15.656 26.445
H -9.442 14.548 24.935
H -8.062 15.510 25.371
C -16.313 17.745 26.909
C -15.428 16.481 27.119
O -15.065 15.800 26.186
C -14.814 16.297 28.464
H -17.206 17.700 27.533
H -16.687 17.769 25.886
H -15.833 18.710 27.071
H -14.248 17.185 28.746
H -14.311 15.350 28.658
H -15.686 16.368 29.114
```

Summary:
**Charge**: 0
**E_tot**: -2510.78506 a.u.
**E_HOMO**: -9.515 eV
**Gap between HOMO and LUMO**: 9.7 eV
**LUMO level**: 0.18 eV
**Spin multiplicity**: 1

---

No. 6
The following is a DFT calculation (wB97M-V/def2-TZVPD) of an isolated molecule of C14H21BFN3O4 in a non-equilibrium geometry.

XYZ file:
```
44
C14H21BFN3O4 wB97M-V/def2-TZVPD
O -0.825 3.312 0.394
F 0.058 -1.455 -5.091
N -1.261 -2.354 -1.849
O 1.527 -0.762 3.770
O 0.319 0.153 5.604
O -0.878 2.389 -1.717
B 0.766 0.249 4.321
C -0.393 2.554 -0.455
C -1.582 -3.594 -2.105
C -0.671 -1.658 -2.816
C -1.412 -4.207 -3.303
C -0.857 -3.483 -4.323
C -0.434 -2.194 -4.085
N 0.847 -0.196 -1.542
N 1.723 2.518 0.745
C -0.197 -0.268 -2.548
C 0.521 1.531 3.484
C -0.774 1.592 2.708
C 0.395 -0.762 -0.233
C -0.840 0.558 1.614
C 1.502 1.149 -1.333
C 0.409 0.412 0.782
C 0.807 1.693 -0.043
H 1.780 -1.550 4.262
H 0.843 -0.460 6.200
H -1.700 2.902 -1.864
H -1.977 -4.167 -1.287
H -1.723 -5.225 -3.446
H -0.694 -3.967 -5.248
H 2.137 3.195 0.123
H 1.119 3.072 1.328
H 0.204 0.171 -3.495
H -1.062 0.330 -2.222
H 1.407 1.603 2.875
H 0.516 2.350 4.239
H -1.576 1.426 3.415
H -0.921 2.555 2.300
H 1.056 -1.566 0.052
H -0.604 -1.208 -0.316
H -1.700 0.718 0.967
H -1.047 -0.420 2.056
H 2.584 1.020 -1.209
H 1.353 1.812 -2.192
H 1.251 0.231 1.483
```

Summary:
**Charge**: 0
**E_tot**: -1136.10308 a.u.
**E_HOMO**: -8.061 eV
**SMILES**: N[C@@]1(C(=O)O)CN(Cc2ncccc2F)C[C@@H]1CCCB(O)O
**Gap between HOMO and LUMO**: 8.4 eV
**LUMO level**: 0.38 eV
**Spin multiplicity**: 1

---

No. 7
The following is a DFT calculation (wB97M-V/def2-TZVPD) of a structure of composition C16H13F3N3O3SV.

XYZ file:
```
40
C16H13F3N3O3SV wB97M-V/def2-TZVPD
V -0.874 -0.460 -0.222
C 1.802 -2.715 1.080
C 1.127 -2.929 -0.112
C -0.240 -3.208 -0.107
C -0.930 -3.232 1.104
C -0.251 -3.008 2.297
C 1.113 -2.760 2.284
H 2.863 -2.503 1.065
H 1.665 -2.898 -1.051
H -0.754 -3.406 -1.039
H -1.991 -3.446 1.117
H -0.789 -3.027 3.235
H 1.635 -2.585 3.216
N -4.766 0.526 -1.365
C -3.537 0.526 -0.798
S -3.123 -0.855 0.219
N -2.780 1.558 -1.040
N -1.535 1.406 -0.429
C -0.873 2.468 -0.162
C 0.392 2.452 0.551
C 1.111 3.649 0.653
C 2.295 3.710 1.356
C 2.770 2.560 1.985
C 2.073 1.370 1.911
C 0.881 1.299 1.191
O 0.236 0.124 1.134
H -5.332 -0.300 -1.317
H -4.972 1.225 -2.056
H -1.299 3.421 -0.469
H 0.720 4.535 0.167
H 2.846 4.638 1.422
H 3.697 2.597 2.543
H 2.429 0.474 2.401
F 2.131 -0.045 -3.722
C 1.114 0.198 -2.904
F 0.728 1.475 -3.065
F 1.572 0.088 -1.629
C -0.078 -0.763 -3.138
O -0.290 -1.200 -4.236
O -0.786 -0.958 -2.071
```

Summary:
**Charge**: 0
**E_tot**: -2649.40935 a.u.
**E_HOMO (alpha / beta)**: -8.453 / -8.574 eV
**Gap between HOMO and LUMO (alpha / beta)**: 8.3 / 8.2 eV
**LUMO level (alpha / beta)**: -0.12 / -0.35 eV
**Spin multiplicity**: 3

---

No. 8
The following is a DFT calculation (wB97M-V/def2-TZVPD) of a cluster of 2 separate species, C3HBClF6O7PS2 in total in a non-equilibrium geometry.

XYZ file:
```
22
C3HBClF6O7PS2 wB97M-V/def2-TZVPD
O 2.328 -3.862 1.803
S 1.058 -3.542 1.236
O 0.035 -4.514 1.047
S 1.527 -2.836 -0.795
F 3.107 -2.743 -0.698
P 1.094 -0.621 -1.378
O 1.413 0.097 0.005
Cl -0.832 -0.797 -1.376
C 0.333 -2.119 2.269
F -0.327 -2.747 3.213
F -0.469 -1.383 1.547
F 1.322 -1.428 2.765
H 2.296 0.505 -0.025
B -1.770 3.718 -0.219
O -0.383 3.148 -0.513
C -0.445 2.308 -1.486
O 0.481 1.657 -1.947
C -1.928 2.219 -1.972
O -2.266 1.488 -2.869
O -2.646 3.014 -1.241
F -1.779 5.069 -0.420
F -2.150 3.367 1.053
```

Summary:
**Charge**: 0
**E_tot**: -2863.71522 a.u.
**E_HOMO**: -9.860 eV
**Gap between HOMO and LUMO**: 7.0 eV
**LUMO level**: -2.88 eV
**Spin multiplicity**: 1